Record 1
105
Properties=species:S:1:pos:R:3:mulliken_spin:R:1 method="wB97M-V/def2-TZVPD" lumo_ev="0.13 / -2.20" homo_lumo_gap_ev="8.082 / 5.757" s_squared=0.758 mol_weight_g_mol=1379.1 multiplicity=2
I -2.1586 -2.8322 2.3297 0.00
Sr -0.5843 0.3024 0.0805 0.00
Br -3.3557 -1.9524 5.5240 0.00
Br -1.1592 0.7282 -3.8285 0.00
Se 1.2247 -1.5320 -2.4137 0.57
Se 1.4194 -2.5967 0.4658 0.45
S -4.0179 1.6143 -0.7433 0.00
P 3.1705 1.4780 1.1037 0.00
P 2.5573 -2.8461 -1.3374 -0.04
F 2.3059 2.8060 1.4344 0.00
F 1.8318 0.8932 0.2613 0.02
F 3.6699 2.1439 -0.2778 0.00
F 2.5791 0.7791 2.4300 0.00
F 4.4295 2.0446 1.8980 0.00
F 3.9376 0.1186 0.7379 0.00
O -5.3623 1.1000 -0.6713 0.00
O -3.5588 2.4966 0.3121 0.00
N -2.0808 -1.6041 -0.9419 0.00
N -1.5477 3.4222 3.7340 0.00
N -2.9136 0.4853 -0.9056 0.00
N -1.0534 1.8118 2.0675 0.00
N 0.0067 2.1706 -1.7785 -0.01
N -0.3366 1.5145 4.2507 0.00
C -2.1060 -2.9070 -1.2399 0.00
C 1.8134 -6.8119 -1.9262 0.00
C -1.5965 -2.6141 5.3380 0.00
C 0.4407 2.1561 5.2972 0.00
C -3.4960 3.9051 -4.6522 0.00
C 1.8121 -5.5347 -1.3814 0.00
C -4.6057 2.1850 -3.3620 0.00
C 2.5595 -7.0805 -3.0640 0.00
C -0.0279 0.1200 4.0300 0.00
C -3.8840 2.5606 -2.2394 0.00
C -2.4041 3.3922 4.9141 0.00
C -2.8014 4.2844 -3.5046 0.00
C -3.1797 -3.5193 -1.8477 0.00
C 6.5685 -2.8336 -0.7888 0.00
C -0.9967 2.2260 3.2977 0.00
C -3.2850 4.6378 -5.9499 0.00
C 0.7319 3.1746 -1.2604 0.00
C 5.9491 -0.6234 -1.5247 0.00
C -0.1109 2.1230 -3.0940 0.00
C 0.4691 3.0321 -3.9631 0.00
C 6.9171 -1.5267 -1.1140 0.00
C -1.9944 4.3669 2.7224 0.00
C -1.0732 -2.9811 4.1034 -0.01
C 3.3177 -4.8012 -3.1215 0.01
C 1.2174 4.0580 -3.4128 0.00
C 3.3099 -6.0753 -3.6633 0.00
C 0.2450 -3.4184 4.0256 0.00
C 4.6227 -1.0188 -1.6144 0.01
C -4.2758 -2.7187 -2.1721 0.00
C 0.5040 -3.1177 6.3925 0.00
C 5.2479 -3.2371 -0.8793 0.00
C -0.8097 -2.6885 6.4808 0.00
C 1.0333 -3.4812 5.1624 0.00
C -3.1375 -0.8239 -1.2508 0.00
C -4.2688 -1.3713 -1.8859 0.00
C 1.3492 4.1365 -2.0351 0.00
C 4.2751 -2.3258 -1.2954 -0.02
C -4.4050 2.8547 -4.5603 0.00
C -2.9900 3.6199 -2.3040 0.00
C 2.5657 -4.5313 -1.9783 -0.01
H 7.3264 -3.5352 -0.4636 0.00
H -1.7722 2.3334 1.5679 0.00
H 1.2316 -7.5968 -1.4591 0.00
H -2.3867 4.3672 5.4041 0.00
H 1.6944 4.7862 -4.0564 0.00
H 0.6560 -3.7027 3.0663 0.01
H 1.1132 -3.1630 7.2867 0.00
H -1.2326 -2.3979 7.4329 0.00
H -5.3226 1.3749 -3.2933 0.00
H -0.8094 -0.3269 3.4211 0.00
H 2.0624 -3.8096 5.0812 0.00
H 1.9386 4.9088 -1.5604 0.00
H 1.2294 -5.3109 -0.4969 0.00
H 2.5589 -8.0773 -3.4877 0.00
H -1.2128 -3.4629 -0.9734 0.00
H 6.2180 0.3993 -1.7560 0.00
H -5.1415 -3.1551 -2.6563 0.00
H 3.8909 -6.2865 -4.5524 0.00
H 0.3251 3.2340 5.2431 0.00
H 0.1304 1.8111 6.2884 0.00
H -1.2358 4.4617 1.9458 0.00
H -2.9416 4.0750 2.2576 0.00
H -2.2279 4.8568 -6.1094 0.00
H 0.9390 -0.0163 3.5442 0.00
H 4.9741 -4.2562 -0.6316 0.00
H -2.1204 5.3405 3.1960 0.00
H 0.3308 2.9281 -5.0293 0.00
H -3.8194 5.5908 -5.9509 0.00
H 3.9085 -4.0180 -3.5815 0.00
H -5.1164 -0.7434 -2.1109 0.00
H -2.0603 2.6422 5.6197 0.00
H 3.8577 -0.3100 -1.9032 -0.01
H -3.4400 3.1602 4.6389 0.00
H -0.0151 -0.3863 4.9941 0.00
H -3.6448 4.0534 -6.7976 0.00
H -2.0983 5.1102 -3.5537 0.00
H 7.9507 -1.2116 -1.0381 0.00
H 0.8373 3.1869 -0.1821 0.00
H -4.9647 2.5553 -5.4408 0.00
H -2.4527 3.9169 -1.4124 0.00
H -3.1626 -4.5787 -2.0657 0.00
H 1.4998 1.9156 5.1650 0.00

Record 2
94
Properties=species:S:1:pos:R:3:mulliken_charge:R:1 method="wB97M-V/def2-TZVPD" lumo_ev=-0.67 homo_lumo_gap_ev=5.925 mol_weight_g_mol=726.9 multiplicity=1
Ca 0.4036 1.6033 -0.2053 2.18
O -1.5390 2.6019 -0.1910 -0.79
O -3.0727 4.1868 3.3848 -0.89
O 2.3886 2.1808 0.7299 -0.74
O -5.0898 -0.1693 -2.8576 -0.47
O -5.0232 -0.8614 2.5550 -0.55
N 0.0355 3.0560 1.7621 0.08
N -1.2351 3.4835 1.8682 -0.47
N 1.2121 3.2659 -2.1308 -0.10
N -0.3792 -0.4550 0.7426 -0.85
N -0.5329 -0.2891 -1.9091 -0.32
N 2.5589 3.7628 -3.8174 0.17
C 3.7892 3.8728 -4.6058 -0.87
C 2.8166 2.2975 1.9349 0.23
C -6.1936 3.4299 1.8078 -0.48
C -0.3011 -0.3034 2.0874 -0.57
C 4.3728 -3.3276 -1.1898 0.84
C -4.2423 -0.6345 -3.9001 -0.62
C -1.6083 -0.7451 -1.2158 0.61
C -5.2498 3.6826 2.7881 -0.58
C -4.4034 2.5907 0.3895 -0.45
C 2.4565 3.1876 -2.5788 -0.46
C -2.0133 3.0079 0.9013 0.67
C -1.3781 -0.4503 2.9223 -0.69
C 2.6165 -5.4025 -0.3301 0.49
C 4.0185 1.7885 2.4155 -0.79
C 4.5873 2.2118 3.5745 -0.49
C 3.3640 -5.5488 -1.5199 -0.57
C 0.4716 3.8109 -3.1787 -0.89
C -2.6202 -0.8062 2.3722 0.51
C 1.4873 -6.6141 1.6622 -1.59
C 1.2926 4.1766 -4.1956 -0.24
C -1.6681 -0.5407 -3.9835 -0.72
C -0.5212 -0.2976 -3.2413 -0.63
C 3.9561 3.1325 4.4356 -0.59
C 2.6541 3.5046 4.1561 -0.71
C -2.8824 -0.7075 -3.2550 0.47
C 5.2805 -2.2040 -1.7045 -1.39
C 2.0849 3.0428 2.9500 1.06
C 1.7168 -6.5330 0.1528 0.45
C -3.8267 3.6541 2.5032 0.49
C -2.8547 -0.9129 -1.8755 -0.36
C 3.6803 -3.2666 0.0402 -0.87
C 2.7634 -4.2051 0.4099 -0.20
C -3.8221 -0.8748 3.2951 -0.91
C -3.4362 3.0974 1.2328 -0.03
C 0.7160 3.3396 2.8357 -0.58
C 0.3106 -6.5795 -0.6535 -1.02
C 4.2813 -4.5432 -1.8936 -0.55
C -2.6965 -1.0364 0.9974 -0.46
C -5.7683 2.8255 0.6315 -0.81
C -1.5404 -0.8172 0.2192 0.63
H 0.3750 -6.8782 -1.7411 0.30
H 5.6087 1.9651 3.8824 0.35
H 2.1349 4.1812 4.8707 0.30
H 1.0639 -5.6783 2.0403 0.28
H 0.4495 -0.3022 -3.7120 0.48
H 6.3023 -2.5466 -1.7891 0.35
H 1.1112 4.7338 -5.1407 0.37
H 0.1521 3.8856 3.6448 0.16
H -3.7549 -1.1746 -1.3207 0.42
H -7.2445 3.7952 1.8781 0.32
H 3.2022 -6.3948 -2.1479 0.42
H -5.1443 0.0802 2.2452 0.27
H -1.8646 3.9560 2.7282 0.52
H -4.1955 0.1487 -4.7127 0.32
H 0.7030 -0.0023 2.4773 0.47
H -6.4266 2.6435 -0.1649 0.51
H -1.6777 -0.5728 -5.0950 0.40
H -5.4709 3.9790 3.8199 0.40
H -4.5436 -1.6027 -4.3264 0.29
H 4.9316 -4.6740 -2.7923 0.31
H 3.8525 -2.3931 0.6789 0.37
H -0.5926 3.9596 -3.0423 0.52
H 2.4561 -6.6522 2.2460 0.34
H 2.1491 -4.0367 1.3210 0.08
H -1.2251 -0.3221 3.9835 0.50
H -0.0886 -5.5288 -0.6720 0.15
H -3.6987 -1.8041 3.9047 0.37
H -4.1059 2.1020 -0.5163 0.49
H -6.0347 -0.0752 -3.0982 0.29
H 3.3227 2.7829 -2.0178 0.44
H -3.6584 -1.2192 0.5272 0.67
H -3.7645 0.0268 3.9544 0.38
H 3.6177 4.4580 -5.4724 0.31
H 4.1603 2.8825 -4.8736 0.31
H 4.5251 1.0992 1.7767 0.46
H 4.9448 -1.8556 -2.6868 0.33
H 0.9388 -7.4476 1.9436 0.48
H 2.2178 -7.4810 -0.1140 0.30
H 4.5622 4.4310 -4.0038 0.31
H -0.3945 -7.2260 -0.0963 0.37
H 4.4769 3.4495 5.3351 0.37
H 5.2099 -1.3601 -1.0471 0.31

Record 3
96
Properties=species:S:1:pos:R:3:mulliken_spin:R:1 method="wB97M-V/def2-TZVPD" charge=+3 lumo_ev="-11.65 / -11.65" homo_lumo_gap_ev="3.895 / 3.896" s_squared=0.758 mol_weight_g_mol=1056.6 multiplicity=2
Pb 0.0514 0.8384 0.1625 -0.05
Se -3.4885 4.3157 -6.2968 0.00
Ge 1.7929 1.8624 2.7845 0.67
F 3.5041 -8.4963 -2.3568 0.00
F 1.8279 -8.4339 -3.7402 0.00
F 3.8255 -7.8826 -4.4566 0.00
O 2.2293 0.3870 1.6452 0.07
O -0.0624 1.4776 2.8237 0.17
O 1.3843 2.7977 1.2086 0.07
N -3.5248 4.6038 -4.4636 0.00
N -2.0486 -1.1208 0.3406 0.00
N -1.4949 2.5574 -0.6273 0.00
N -0.0690 0.8973 -2.2546 0.01
N -2.3537 2.8997 -6.0802 0.00
C 2.8532 -0.8834 2.0102 -0.01
C 1.6800 4.4275 -0.5108 0.00
C 2.6985 -6.3486 -3.1176 0.00
C 1.6124 -2.2603 -2.6411 0.00
C 1.2897 -4.6631 -2.0901 0.00
C 2.3863 3.7115 0.6112 -0.01
C 1.2907 -1.0887 -2.6694 0.00
C 3.1036 -4.0173 -3.6044 0.00
C -6.5315 -3.5890 2.0374 0.00
C -2.7617 3.7201 -3.8532 0.00
C -2.1685 0.5766 3.4832 0.01
C -5.5175 -3.2636 2.9157 0.00
C -1.6927 2.6482 -1.9520 0.00
C -1.1582 1.7602 -4.2447 0.00
C 1.6207 -5.9729 -2.3172 0.00
C 3.5828 -1.3694 0.7863 0.00
C -0.9339 1.7440 -2.7997 0.00
C -1.4073 2.8512 4.2832 -0.02
C -1.0039 1.4268 3.9521 0.01
C -2.5457 3.6815 -2.4277 0.00
C 0.8878 0.2427 -3.1508 0.00
C 3.8202 -0.6378 3.1348 0.03
C -3.0329 -1.6642 0.6573 0.00
C 2.9636 -7.7661 -3.3977 0.00
C -2.1204 2.6971 -4.7853 0.00
C -3.1179 4.6608 -1.6042 0.00
C -2.0154 3.5136 0.1702 0.00
C -0.4093 0.9442 -5.1467 0.00
C 3.5961 2.9262 0.1559 -0.01
C 2.0281 -3.6354 -2.7540 0.00
C -0.3635 0.8576 5.2016 0.02
C -4.2189 -2.2953 1.1183 0.00
C -5.2706 -2.6238 0.2428 0.00
C -4.3912 -2.5612 2.4777 0.00
C 2.8332 4.6657 1.7056 0.02
C 3.4240 -5.3492 -3.7752 0.00
C -6.4335 -3.2482 0.7139 0.00
C 1.7678 -1.8497 2.4330 0.01
C -2.8267 4.5849 -0.2319 0.00
C 0.4906 0.0899 -4.5903 0.00
H -2.0295 3.3331 3.4756 0.00
H -5.1636 -2.4144 -0.8181 0.00
H 0.7562 4.9578 -0.1968 0.00
H 0.4619 1.5009 5.5587 -0.01
H 1.0743 -6.7707 -1.8251 0.00
H -5.5932 -3.5258 3.9757 0.00
H 4.4370 -1.5241 3.4521 0.00
H 4.3163 3.5904 -0.4106 0.00
H 3.6238 -3.2309 -4.1389 0.00
H 3.4897 4.1677 2.4697 -0.01
H -1.1070 0.7701 6.0411 0.00
H -0.0150 -0.1563 4.9582 0.00
H 1.0357 -0.6774 -5.1347 0.00
H -3.1861 5.2788 0.5246 0.00
H 4.1206 2.4866 1.0159 0.01
H -1.9897 2.9135 5.2175 0.00
H -3.7301 5.4532 -2.0584 0.00
H 1.9524 5.1044 2.1887 0.00
H 4.0746 -2.3656 0.9123 0.00
H 1.7763 0.9000 -3.0993 0.00
H 4.5838 0.1202 2.8227 0.00
H 4.2757 -5.6407 -4.3916 0.00
H 4.3779 -0.6382 0.5407 0.00
H 3.3383 2.1091 -0.5648 0.00
H 2.1552 -2.8644 2.6904 0.00
H -2.5398 0.9537 2.5277 0.00
H -0.5949 1.0142 -6.2247 0.00
H 0.4029 -4.4143 -1.4559 0.00
H -3.0202 0.5752 4.2244 0.00
H 1.2824 -1.4382 3.3349 0.00
H 1.3365 3.7393 -1.2893 0.00
H -0.5071 3.4676 4.4812 0.00
H -1.8238 3.3857 1.2469 0.00
H 3.3207 -0.3520 4.0900 -0.01
H 2.9031 -1.4532 -0.0706 0.00
H 2.3141 5.1899 -1.0715 0.00
H -7.4062 -4.1580 2.3874 0.00
H 3.4529 5.4679 1.2633 0.00
H -1.8715 -0.4854 3.3417 0.00
H -3.6268 -2.2776 3.2304 0.00
H -7.2420 -3.4437 0.0168 0.00
H 1.0024 -1.9954 1.6460 0.00

ΔE to the lowest compared entry with this formula, charge and spin: 0.0000 0.0841 0.0000 (eV)
Total energy: -13988.2854 -2931.8636 -7018.7296 (Ha)